[1]
Below is the molecule C19H27Cl2N3O4S, with properties calculated with ωB97M-V/def2-TZVPD.

- SMILES = O=C(NCCCN1CCOCC1)C1CCN(S(=O)(=O)c2c(Cl)cccc2Cl)CC1
- total energy (Eh) = -2523.989383
- charge = 0
- ΔE to the lowest compared entry with this formula, charge and spin (kJ/mol) = 0.0

Each line ends with the natural charge from an NBO analysis.
Atoms and positions in Å:
O: -1.208 -3.340 1.434  -0.63
C: -0.583 -2.463 0.875  0.69
N: -0.952 -1.933 -0.309  -0.63
H: -0.417 -1.180 -0.710  0.40
C: -2.177 -2.324 -0.969  -0.22
H: -2.365 -3.365 -0.694  0.23
H: -2.028 -2.256 -2.050  0.19
C: -3.379 -1.476 -0.542  -0.41
H: -4.274 -1.922 -0.975  0.20
H: -3.471 -1.513 0.543  0.22
C: -3.248 -0.017 -0.978  -0.21
N: -4.292 0.809 -0.398  -0.44
C: -5.590 0.603 -1.017  -0.25
C: -6.639 1.428 -0.272  -0.07
O: -6.322 2.800 -0.282  -0.52
C: -5.054 3.009 0.294  -0.07
C: -3.968 2.225 -0.443  -0.25
H: -3.008 2.388 0.050  0.20
H: -3.901 2.594 -1.483  0.17
H: -4.863 4.082 0.235  0.19
H: -5.068 2.695 1.349  0.17
H: -7.615 1.336 -0.752  0.19
H: -6.704 1.068 0.766  0.17
H: -5.860 -0.451 -0.954  0.21
H: -5.579 0.905 -2.081  0.17
H: -3.242 0.046 -2.082  0.16
H: -2.293 0.374 -0.615  0.19
C: 0.714 -1.890 1.450  -0.31
C: 1.889 -2.172 0.507  -0.42
C: 3.166 -1.511 1.028  -0.23
N: 2.988 -0.102 1.312  -0.68
S: 2.961 0.873 -0.048  2.32
O: 2.145 0.327 -1.095  -0.95
O: 2.667 2.212 0.352  -0.93
C: 4.715 0.784 -0.499  -0.32
C: 5.629 1.273 0.431  -0.02
C: 6.992 1.269 0.167  -0.24
C: 7.449 0.770 -1.040  -0.16
C: 6.559 0.273 -1.974  -0.24
C: 5.195 0.282 -1.703  -0.03
Cl: 4.130 -0.352 -2.887  0.06
H: 6.903 -0.123 -2.916  0.24
H: 8.506 0.765 -1.252  0.23
H: 7.674 1.656 0.907  0.24
Cl: 5.076 1.883 1.927  0.07
C: 1.910 0.163 2.247  -0.23
C: 0.584 -0.387 1.725  -0.42
H: 0.340 0.153 0.808  0.21
H: -0.208 -0.208 2.454  0.23
H: 2.178 -0.297 3.203  0.21
H: 1.860 1.246 2.372  0.24
H: 3.495 -1.989 1.956  0.21
H: 3.968 -1.596 0.291  0.21
H: 1.679 -1.774 -0.486  0.23
H: 2.045 -3.249 0.421  0.22
H: 0.889 -2.405 2.401  0.22

---

[2]
Below is the molecule C19H27ClN6O2, with properties calculated with ωB97M-V/def2-TZVPD.

- SMILES = Cc1ccn([C@H](C)C(=O)N[C@H](CNC(=O)c2nc(C)ncc2Cl)CC(C)C)n1
- total energy (Eh) = -1679.484315
- charge = 0
- ΔE to the lowest compared entry with this formula, charge and spin (kJ/mol) = 18.0

Each line ends with the natural charge from an NBO analysis.
Atoms and positions in Å:
C: 5.305 -1.672 -1.603  -0.65
C: 4.467 -0.451 -1.417  0.15
C: 3.990 0.443 -2.399  -0.34
C: 3.243 1.363 -1.703  -0.04
N: 3.304 1.014 -0.401  -0.18
C: 2.556 1.571 0.710  -0.12
C: 3.458 1.925 1.880  -0.61
C: 1.421 0.635 1.155  0.69
O: 0.882 0.792 2.239  -0.65
N: 1.023 -0.289 0.258  -0.61
C: 0.095 -1.352 0.616  -0.06
C: 0.534 -2.092 1.915  -0.23
N: 1.935 -1.978 2.249  -0.60
C: 2.896 -2.612 1.558  0.65
O: 2.689 -3.323 0.589  -0.63
C: 4.290 -2.377 2.105  0.14
N: 4.413 -1.368 2.970  -0.47
C: 5.611 -1.066 3.445  0.43
C: 5.727 0.087 4.393  -0.66
N: 6.738 -1.712 3.125  -0.43
C: 6.617 -2.734 2.302  0.07
C: 5.399 -3.129 1.755  -0.11
Cl: 5.393 -4.518 0.736  0.05
C: -0.106 -2.272 -0.593  -0.41
C: -1.527 -2.820 -0.737  -0.21
C: -1.980 -3.640 0.467  -0.61
C: -1.628 -3.654 -2.011  -0.60
N: 4.044 -0.095 -0.212  -0.31
H: 4.717 -2.572 -1.415  0.24
H: 5.696 -1.719 -2.618  0.22
H: 6.145 -1.673 -0.908  0.22
H: 4.174 0.419 -3.459  0.23
H: 2.681 2.224 -2.025  0.22
H: 2.070 2.473 0.329  0.23
H: 2.856 2.335 2.687  0.24
H: 3.962 1.028 2.236  0.23
H: 4.203 2.657 1.567  0.21
H: 1.646 -0.490 -0.510  0.41
H: -0.862 -0.873 0.848  0.21
H: -0.021 -1.695 2.760  0.23
H: 0.296 -3.150 1.802  0.22
H: 2.231 -1.317 2.952  0.44
H: 6.232 0.918 3.897  0.24
H: 4.742 0.413 4.718  0.23
H: 6.334 -0.196 5.251  0.24
H: 7.517 -3.284 2.045  0.21
H: 0.117 -1.702 -1.500  0.20
H: 0.613 -3.094 -0.545  0.24
H: -2.203 -1.961 -0.834  0.19
H: -1.313 -4.492 0.625  0.20
H: -2.002 -3.052 1.386  0.20
H: -2.986 -4.031 0.305  0.21
H: -0.966 -4.522 -1.948  0.20
H: -2.645 -4.018 -2.165  0.21
H: -1.337 -3.076 -2.889  0.21

---

[3]
Below is a structure of composition C19H27CoN2O2PS2, with properties calculated with ωB97M-V/def2-TZVPD.

- ⟨S²⟩ = 2.186
- total energy (Eh) = -3520.808857
- multiplicity = 3
- charge = -1
- ΔE to the lowest compared entry with this formula, charge and spin (kJ/mol) = 210.5

Each line ends with the natural charge from an NBO analysis.
Atoms and positions in Å:
Co: 0.763 -0.831 1.317  0.92
C: -4.619 0.864 0.588  -0.60
C: -4.594 -0.012 -0.668  -0.41
C: -3.359 0.237 -1.522  -0.04
C: -3.581 1.022 -2.656  -0.22
C: -2.570 1.379 -3.531  -0.24
C: -1.288 0.926 -3.269  -0.23
C: -1.014 0.160 -2.145  0.08
C: 0.402 -0.322 -1.919  -0.42
C: 0.595 -1.779 -2.346  -0.60
C: -2.035 -0.189 -1.242  0.10
N: -1.566 -0.850 -0.087  -0.54
C: -2.260 -1.635 0.648  0.17
C: -1.790 -2.118 1.898  -0.02
C: -2.478 -2.877 2.842  -0.27
C: -1.595 -3.038 3.924  -0.35
C: -0.418 -2.376 3.562  -0.01
N: -0.543 -1.824 2.342  -0.62
H: -5.521 0.685 1.177  0.20
H: -4.597 1.918 0.305  0.20
H: -3.753 0.672 1.224  0.22
H: -5.464 0.220 -1.285  0.20
H: -4.710 -1.055 -0.395  0.20
H: -4.593 1.359 -2.853  0.19
H: -2.780 1.994 -4.398  0.20
H: -0.471 1.171 -3.940  0.20
H: 0.656 -0.228 -0.861  0.21
H: 1.090 0.318 -2.476  0.19
H: -0.010 -2.442 -1.725  0.21
H: 1.638 -2.079 -2.225  0.22
H: 0.308 -1.917 -3.391  0.18
H: -3.241 -2.007 0.370  0.15
H: -3.496 -3.231 2.749  0.20
H: -1.771 -3.578 4.842  0.20
H: 0.502 -2.284 4.119  0.20
C: 5.395 -0.584 2.258  -0.63
C: 4.686 0.359 1.313  -0.07
O: 3.567 0.963 1.982  -0.85
P: 2.078 0.924 1.359  1.43
S: 0.952 2.100 2.445  -0.66
S: 2.380 -2.020 0.927  -0.80
O: 2.330 1.477 -0.141  -0.85
C: 2.463 2.882 -0.374  -0.06
C: 3.218 3.065 -1.671  -0.62
H: 6.265 -1.021 1.762  0.20
H: 4.717 -1.382 2.553  0.24
H: 5.729 -0.049 3.149  0.20
H: 4.362 -0.166 0.415  0.21
H: 5.353 1.172 1.014  0.16
H: 2.986 3.356 0.459  0.18
H: 1.468 3.327 -0.433  0.19
H: 4.240 2.694 -1.582  0.20
H: 3.252 4.126 -1.932  0.20
H: 2.721 2.524 -2.477  0.21

---

[4]
Below is a structure of composition C19H27CsN5OS5, with properties calculated with ωB97M-V/def2-TZVPD.

- ⟨S²⟩ = 0.769
- total energy (Eh) = -3100.023435
- multiplicity = 2
- charge = -2

Each line ends with the Löwdin spin population.
Atoms and positions in Å:
Cs: 0.350 -0.443 0.161  0.02
C: 1.630 -3.455 -2.239  0.00
C: 2.978 -2.717 -2.330  0.00
S: 2.954 -0.945 -1.883  0.01
C: 4.330 -0.862 -0.662  0.00
C: 4.391 -1.848 0.518  0.00
S: 3.025 -1.729 1.726  0.00
C: 2.391 -3.463 1.742  0.00
C: 2.147 -4.254 0.441  0.00
S: 0.773 -3.680 -0.623  0.00
H: 1.771 -4.464 -2.644  0.00
H: 0.909 -2.964 -2.903  0.00
H: 3.289 -2.743 -3.382  0.00
H: 3.761 -3.254 -1.795  0.00
H: 4.333 0.162 -0.272  0.00
H: 5.255 -0.966 -1.241  0.00
H: 5.298 -1.612 1.088  0.00
H: 4.536 -2.873 0.176  0.00
H: 1.465 -3.445 2.328  0.00
H: 3.113 -4.028 2.343  0.00
H: 1.858 -5.269 0.740  0.00
H: 3.067 -4.386 -0.127  0.00
C: -0.911 4.161 -2.056  0.04
C: -0.840 2.908 -1.184  0.23
N: -0.622 1.706 -1.676  0.20
N: -0.731 1.672 -3.047  -0.01
C: -0.394 0.547 -3.706  0.10
N: -0.670 0.539 -5.034  0.04
S: 0.309 -0.726 -2.958  0.04
C: -1.051 3.124 0.282  0.07
C: -1.653 4.270 0.799  0.05
C: -1.813 4.380 2.180  0.01
C: -1.384 3.345 2.999  0.07
C: -0.817 2.236 2.397  0.00
N: -0.651 2.112 1.064  0.09
H: -0.230 4.084 -2.909  0.00
H: -0.595 5.053 -1.508  0.01
H: -1.934 4.297 -2.416  0.02
H: -1.391 2.294 -3.495  0.00
H: -0.709 1.408 -5.545  0.01
H: -0.322 -0.263 -5.548  0.01
H: -2.015 5.070 0.165  0.01
H: -2.275 5.264 2.611  0.00
H: -1.493 3.395 4.077  0.01
H: -0.470 1.391 2.985  0.00
O: -2.148 -1.950 0.594  0.00
N: -2.831 -1.150 1.531  0.00
C: -4.166 -0.937 1.239  0.00
C: -4.993 -0.139 2.101  0.00
C: -4.451 0.401 3.200  0.00
C: -3.050 0.174 3.501  0.00
C: -2.214 -0.576 2.717  0.00
S: -0.490 -0.707 3.323  0.00
H: -4.542 -1.400 0.338  0.00
H: -6.029 0.002 1.836  0.00
H: -5.024 1.009 3.883  0.00
H: -2.667 0.636 4.403  0.00
H: 1.644 1.609 1.695  0.00